{"formula": "C20H26MnN5O2S2Se2", "method": "wB97M-V/def2-TZVPD", "symbols": ["Mn", "O", "S", "O", "N", "C", "C", "C", "C", "C", "C", "C", "C", "N", "C", "C", "C", "C", "C", "C", "C", "H", "H", "H", "H", "H", "H", "H", "H", "H", "H", "H", "C", "Se", "C", "C", "Se", "C", "H", "H", "H", "H", "H", "H", "H", "H", "H", "H", "N", "N", "C", "N", "S", "H", "H", "H", "H", "H"], "positions_angstrom": [[0.347, 0.352, 0.364], [-3.194, -1.306, -0.315], [-1.877, -0.960, -0.750], [-1.639, 0.499, -0.831], [-0.687, -1.399, 0.249], [-0.877, -2.287, 1.260], [-1.751, -3.362, 1.212], [-1.840, -4.250, 2.284], [-1.047, -4.102, 3.394], [-0.180, -2.995, 3.503], [0.636, -2.759, 4.626], [1.353, -1.595, 4.693], [1.251, -0.660, 3.657], [0.573, -0.875, 2.543], [-0.124, -2.041, 2.451], [-1.508, -1.662, -2.346], [-1.916, -1.033, -3.506], [-1.618, -1.622, -4.724], [-0.935, -2.827, -4.762], [-0.518, -3.439, -3.591], [-0.803, -2.850, -2.370], [-2.366, -3.499, 0.335], [-2.539, -5.069, 2.219], [-1.093, -4.810, 4.207], [0.675, -3.482, 5.428], [1.989, -1.383, 5.536], [1.740, 0.298, 3.760], [-2.467, -0.107, -3.443], [-1.916, -1.146, -5.644], [-0.718, -3.295, -5.711], [0.029, -4.369, -3.629], [-0.488, -3.300, -1.439], [-2.498, 2.336, 1.454], [-0.582, 2.701, 1.401], [-0.506, 3.873, -0.204], [-1.015, 3.295, -1.508], [0.040, 1.836, -2.304], [1.374, 2.976, -3.205], [-3.042, 3.265, 1.291], [-2.725, 1.940, 2.441], [-2.739, 1.599, 0.692], [0.541, 4.180, -0.275], [-1.108, 4.748, 0.062], [-1.041, 4.085, -2.263], [-2.015, 2.882, -1.391], [0.895, 3.541, -4.001], [2.115, 2.305, -3.635], [1.841, 3.645, -2.490], [2.901, 1.627, 2.228], [3.429, 2.459, 1.248], [3.388, 2.169, -0.059], [3.870, 3.074, -0.922], [2.785, 0.685, -0.613], [1.979, 1.257, 1.904], [3.520, 0.827, 2.378], [3.723, 3.368, 1.586], [4.395, 3.870, -0.594], [3.983, 2.792, -1.881]], "s2": 8.76, "energy_ev": -216386.394, "e_lumo_ev": [-2.4, -2.5], "orbital_gap_ha": [0.2893, 0.2888], "charge": 1, "spin_multiplicity": 6}


{"formula": "C4H6O2", "method": "wB97M-V/def2-TZVPD", "symbols": ["O", "C", "C", "C", "C", "O", "H", "H", "H", "H", "H", "H"], "positions_angstrom": [[1.775, -0.231, 0.768], [0.729, -0.601, -0.239], [-0.523, -0.641, 0.630], [-1.222, 0.503, -0.161], [0.064, 0.582, -0.996], [0.435, 1.271, -1.905], [2.017, 0.708, 0.757], [1.151, -1.443, -0.791], [-1.068, -1.558, 0.882], [0.216, -0.252, 1.429], [-1.479, 1.399, 0.416], [-2.094, 0.262, -0.790]], "e_above_lowest_kj_mol": 254.37, "energy_ev": -8337.825, "e_lumo_ev": 0.6, "orbital_gap_ha": 0.3876, "smiles": "O=C1CC[C@@H]1O"}


{"formula": "C22H23N3O9", "method": "wB97M-V/def2-TZVPD", "symbols": ["C", "C", "C", "C", "C", "C", "N", "O", "O", "H", "H", "H", "H", "H", "C", "C", "C", "C", "C", "C", "N", "O", "O", "H", "H", "H", "H", "H", "C", "C", "C", "C", "C", "C", "N", "O", "O", "H", "H", "H", "H", "H", "C", "C", "O", "C", "O", "O", "C", "H", "H", "H", "H", "H", "H", "H", "H"], "positions_angstrom": [[-6.660, -3.421, -3.242], [-7.052, -3.911, -1.999], [-6.494, -3.466, -0.831], [-5.442, -2.547, -0.891], [-4.938, -2.128, -2.109], [-5.621, -2.499, -3.264], [-4.744, -2.190, 0.355], [-3.699, -1.561, 0.310], [-5.221, -2.640, 1.381], [-7.015, -3.774, -4.199], [-7.745, -4.744, -1.999], [-6.775, -3.992, 0.069], [-4.111, -1.435, -2.172], [-5.198, -2.166, -4.204], [0.729, -4.127, -0.105], [-0.265, -3.234, 0.288], [0.059, -2.231, 1.196], [1.369, -2.086, 1.569], [2.407, -2.803, 0.988], [2.078, -3.909, 0.219], [1.684, -1.002, 2.539], [0.828, -0.770, 3.367], [2.689, -0.352, 2.341], [0.334, -4.959, -0.676], [-1.279, -3.302, -0.079], [-0.749, -1.594, 1.528], [3.445, -2.585, 1.192], [2.847, -4.517, -0.232], [-1.105, 1.276, -0.281], [-0.072, 2.178, 0.025], [1.250, 1.785, -0.209], [1.483, 0.611, -0.940], [0.464, -0.265, -1.255], [-0.800, 0.039, -0.806], [2.891, 0.289, -1.258], [3.752, 1.079, -0.934], [3.088, -0.752, -1.856], [-2.115, 1.552, -0.011], [-0.247, 3.047, 0.643], [2.078, 2.421, 0.069], [0.645, -1.212, -1.743], [-1.624, -0.648, -0.961], [3.293, 5.616, -0.789], [3.351, 5.732, 0.728], [3.676, 4.528, 1.373], [3.412, 4.407, 2.673], [2.999, 5.299, 3.353], [3.605, 3.185, 3.119], [4.473, 2.279, 2.461], [2.902, 6.547, -1.206], [2.468, 4.940, -1.057], [4.123, 5.272, -1.403], [2.348, 6.028, 1.053], [3.980, 6.579, 1.010], [5.212, 2.776, 1.827], [3.917, 1.587, 1.837], [5.090, 1.768, 3.198]], "e_above_lowest_kj_mol": 0.00, "energy_ev": -46075.957, "e_lumo_ev": -1.0, "orbital_gap_ha": 0.3210, "smiles": "O=[N+]([O-])c1ccccc1.O=[N+]([O-])c1ccccc1.O=[N+]([O-])c1ccccc1.CCOC(=O)OC"}


{"formula": "C3H5NO2", "method": "wB97M-V/def2-TZVPD", "symbols": ["C", "C", "C", "H", "H", "H", "H", "H", "N", "O", "O"], "positions_angstrom": [[1.462, -0.160, -0.092], [-0.745, 0.583, 0.077], [-0.771, -0.940, -0.040], [1.044, 1.855, 0.109], [-0.963, 0.892, 1.209], [-1.516, 0.997, -0.672], [-1.193, -1.106, -1.110], [-1.243, -1.500, 0.761], [0.648, 0.934, -0.228], [2.641, -0.247, 0.045], [0.636, -1.309, -0.057]], "e_above_lowest_kj_mol": 72.59, "energy_ev": -8776.942, "e_lumo_ev": 0.7, "orbital_gap_ha": 0.4000, "smiles": "O=C1NCCO1"}


{"formula": "CH8N2S2", "method": "wB97M-V/def2-TZVPD", "symbols": ["S", "S", "H", "H", "N", "C", "N", "H", "H", "H", "H", "H", "H"], "positions_angstrom": [[-0.071, 0.477, 2.651], [1.665, 1.527, 2.908], [-0.029, 0.362, 1.319], [2.573, 0.551, 2.737], [-0.583, 0.920, -1.278], [-1.049, -0.449, -1.075], [-0.010, -1.476, -1.216], [0.067, 0.955, -2.055], [-0.132, 1.318, -0.464], [-1.842, -0.601, -1.813], [-1.530, -0.498, -0.098], [0.046, -2.071, -0.396], [0.895, -1.016, -1.221]], "e_above_lowest_kj_mol": 34.95, "energy_ev": -25816.970, "e_lumo_ev": 0.2, "orbital_gap_ha": 0.3588, "smiles": "NCN.SS"}


{"formula": "C27H25BrIN3O2S2V", "method": "wB97M-V/def2-TZVPD", "symbols": ["V", "C", "C", "C", "C", "C", "C", "C", "C", "C", "C", "H", "H", "H", "H", "H", "H", "H", "H", "H", "H", "H", "H", "H", "H", "H", "C", "C", "C", "C", "C", "Br", "N", "C", "H", "H", "H", "H", "H", "H", "S", "C", "S", "C", "C", "N", "C", "N", "I", "C", "C", "C", "C", "C", "C", "C", "O", "O", "H", "H", "H", "H"], "positions_angstrom": [[-0.352, 0.755, -0.014], [-0.380, 3.018, 0.235], [-1.703, 2.617, -0.174], [-1.676, 2.125, -1.463], [-0.313, 2.194, -1.913], [0.454, 2.791, -0.906], [1.930, 3.183, -1.098], [0.095, 1.818, -3.314], [-2.831, 1.661, -2.291], [-2.910, 2.727, 0.649], [0.017, 3.729, 1.447], [2.515, 3.041, -0.181], [1.891, 4.194, -1.434], [2.372, 2.502, -1.811], [0.650, 2.674, -3.705], [-0.645, 1.543, -4.075], [0.832, 1.053, -3.342], [-3.477, 2.480, -2.631], [-3.500, 0.984, -1.758], [-2.556, 1.084, -3.125], [-3.778, 2.298, 0.152], [-3.097, 3.739, 0.918], [-2.879, 2.034, 1.472], [1.068, 3.735, 1.548], [-0.226, 3.142, 2.345], [-0.419, 4.719, 1.495], [4.431, -1.313, -1.199], [2.989, -1.559, -1.453], [2.485, -2.474, -2.379], [1.075, -2.502, -2.714], [0.301, -1.635, -1.986], [-1.594, -1.422, -2.392], [0.710, -0.715, -1.111], [2.023, -0.761, -0.779], [4.733, -0.379, -1.720], [5.069, -2.097, -1.684], [4.701, -1.258, -0.142], [3.140, -3.001, -3.049], [0.643, -3.242, -3.430], [2.312, 0.025, -0.107], [1.442, 0.810, 1.945], [2.651, -0.493, 2.102], [2.181, -2.091, 1.961], [3.952, -0.015, 2.434], [4.348, 1.380, 2.674], [4.937, 2.346, 2.914], [5.049, -0.867, 2.740], [5.960, -1.543, 3.030], [-4.487, -6.790, 2.083], [-3.765, -4.783, 2.105], [-2.954, -4.451, 1.032], [-2.618, -3.099, 0.911], [-2.874, -2.171, 1.898], [-3.619, -2.573, 3.037], [-4.142, -3.856, 3.080], [-2.481, -0.760, 1.709], [-2.777, 0.125, 2.542], [-1.740, -0.635, 0.697], [-2.526, -5.231, 0.422], [-2.100, -2.752, 0.026], [-3.833, -1.847, 3.850], [-4.702, -4.212, 3.929]], "s2": 3.77, "e_above_lowest_kj_mol": 59.49, "energy_ev": -162474.058, "e_lumo_ev": [3.3, 3.3], "orbital_gap_ha": [0.1708, 0.1818], "charge": -2, "spin_multiplicity": 4}


{"formula": "C5H8O", "method": "wB97M-V/def2-TZVPD", "symbols": ["C", "C", "C", "C", "C", "O", "H", "H", "H", "H", "H", "H", "H", "H"], "positions_angstrom": [[-0.303, -0.255, -1.419], [0.146, -0.018, 0.019], [-0.604, 1.024, 0.833], [-0.804, -0.423, 1.134], [1.667, -0.206, 0.102], [2.255, -0.492, -0.921], [-1.384, -0.120, -1.537], [0.204, 0.435, -2.099], [-0.047, -1.269, -1.742], [-0.038, 1.625, 1.536], [-1.409, 1.561, 0.330], [-1.747, -0.885, 0.837], [-0.377, -0.826, 2.046], [2.442, -0.151, 0.882]], "e_above_lowest_kj_mol": 149.41, "energy_ev": -7360.707, "e_lumo_ev": 1.0, "orbital_gap_ha": 0.3924, "smiles": "CC1(C=O)CC1"}